# 1
The following is a DFT calculation (the ωB97M-V functional and the def2-TZVPD basis) of a molecular structure, C5H8O.

## Properties
2S+1 = 1
Energy relative to the best compared isomer or geometry (same formula, charge and spin) = 131.63 kcal per mole
F_max = 0.56 eV Å⁻¹

Cartesian coordinates (Å):
C: 1.39 -0.39 0.44
C: 0.63 0.66 -0.34
C: -0.72 0.48 -1.08
C: -1.78 -0.17 -0.23
O: -1.42 0.51 0.89
C: -0.55 1.38 0.13
H: 0.74 -1.10 0.94
H: 2.00 0.11 1.20
H: 2.06 -0.95 -0.23
H: 1.27 1.33 -0.93
H: -0.82 0.69 -2.15
H: -0.76 -2.70 0.68
H: -1.36 -2.29 0.44
H: -0.69 2.45 0.25

=====

# 2
The following is a DFT calculation (the ωB97M-V functional and the def2-TZVPD basis) of a single C5H8O molecule.

## Properties
2S+1 = 1
Energy relative to the best compared isomer or geometry (same formula, charge and spin) = 125.74 kcal per mole
F_max = 0.53 eV Å⁻¹

Cartesian coordinates (Å):
C: 0.72 -0.95 1.50
C: 1.25 0.38 -1.09
O: -0.10 -1.30 0.40
C: -0.77 -0.36 -0.30
C: -0.93 1.08 -0.03
C: -0.09 0.77 -1.28
H: 1.67 -1.47 1.38
H: 0.20 -1.29 2.40
H: 0.94 0.12 1.54
H: 1.62 -0.04 -2.04
H: -1.58 -0.85 -0.83
H: -1.92 1.50 -0.21
H: -0.40 1.52 0.80
H: -0.60 0.89 -2.24

=====

| no. | DFT total energy (eV) | E_HOMO (eV) | HOMO-LUMO gap (eV) |
| --- | --- | --- | --- |
| 1 | -7356.547 | -8.57 | 9.26 |
| 2 | -7356.803 | -8.06 | 8.59 |